No. 1
{"formula": "C22H29N9O2", "method": "ωB97M-V with the def2-TZVPD basis set", "relative_energy_kj_mol": 123.7, "gap_ev": 8.447, "lumo_ev": 0.12, "charge": 0, "mol_weight_g_mol": 451.535, "multiplicity": 1, "smiles": "CCCN(CCC)Cc1c(C(=O)N/N=C/C(C)=C\\c2ccccc2)nnn1-c1nonc1N", "elements": ["C", "C", "C", "N", "C", "C", "C", "C", "C", "C", "C", "O", "N", "N", "C", "C", "C", "C", "C", "C", "C", "C", "C", "C", "N", "N", "N", "C", "N", "O", "N", "C", "N", "H", "H", "H", "H", "H", "H", "H", "H", "H", "H", "H", "H", "H", "H", "H", "H", "H", "H", "H", "H", "H", "H", "H", "H", "H", "H", "H", "H", "H"], "xyz": [[2.017, 3.633, -0.823], [3.308, 2.916, -0.455], [3.082, 1.428, -0.187], [2.091, 1.159, 0.845], [2.556, 1.539, 2.170], [1.460, 1.482, 3.229], [1.953, 2.054, 4.553], [1.639, -0.219, 0.818], [0.177, -0.349, 1.048], [-0.903, 0.493, 0.852], [-0.970, 1.911, 0.428], [-0.574, 2.857, 1.071], [-1.587, 2.083, -0.775], [-2.068, 1.057, -1.483], [-2.774, 1.276, -2.517], [-3.389, 0.202, -3.270], [-4.570, 0.623, -4.098], [-3.003, -1.081, -3.210], [-1.814, -1.630, -2.560], [-0.548, -1.098, -2.798], [0.577, -1.704, -2.275], [0.462, -2.844, -1.494], [-0.792, -3.375, -1.245], [-1.919, -2.780, -1.781], [-2.037, -0.189, 1.143], [-1.745, -1.369, 1.497], [-0.407, -1.517, 1.448], [0.157, -2.720, 1.793], [1.428, -3.000, 1.846], [1.525, -4.273, 2.249], [0.306, -4.829, 2.460], [-0.583, -3.906, 2.187], [-1.915, -4.038, 2.203], [1.573, 3.182, -1.708], [2.211, 4.683, -1.029], [1.307, 3.559, -0.004], [4.025, 2.995, -1.278], [3.760, 3.398, 0.413], [2.713, 0.981, -1.114], [4.053, 0.956, 0.057], [2.909, 2.568, 2.113], [3.407, 0.902, 2.483], [1.138, 0.450, 3.388], [0.607, 2.057, 2.872], [2.819, 1.501, 4.913], [2.238, 3.097, 4.434], [1.172, 1.997, 5.306], [2.169, -0.848, 1.552], [1.838, -0.658, -0.166], [-1.746, 3.049, -1.084], [-3.015, 2.300, -2.836], [-5.007, -0.226, -4.615], [-4.264, 1.362, -4.839], [-5.334, 1.079, -3.468], [-3.611, -1.819, -3.722], [-0.451, -0.222, -3.422], [1.555, -1.298, -2.497], [1.345, -3.318, -1.091], [-0.892, -4.270, -0.647], [-2.894, -3.205, -1.591], [-2.315, -4.852, 2.632], [-2.452, -3.190, 2.077]], "atomic_forces_ev_per_a": [[0.24, 0.01, 0.16], [-0.18, -0.17, -0.05], [0.24, 0.13, -0.07], [-0.10, -0.10, -0.18], [-0.28, 0.05, 0.14], [0.23, 0.15, 0.05], [-0.08, -0.19, -0.16], [0.32, -0.03, 0.11], [-0.53, 0.24, -0.11], [0.97, -0.69, 0.37], [0.05, 0.03, 0.08], [-0.15, 0.04, 0.01], [-0.14, 1.14, -0.50], [-0.31, -0.52, -0.16], [0.34, 0.78, 0.43], [-0.20, -0.90, -0.32], [0.05, -0.08, 0.10], [-0.29, 0.48, -0.16], [0.33, -0.30, 0.15], [-0.01, -0.13, -0.06], [0.06, 0.04, -0.06], [0.03, -0.08, 0.02], [0.12, -0.14, 0.03], [-0.03, 0.18, -0.09], [-0.34, 0.41, -0.08], [-0.51, -0.81, 0.36], [0.33, 1.43, -0.43], [0.35, -1.77, 0.64], [-0.44, 0.83, -0.25], [0.33, 0.01, 0.00], [-1.07, -0.08, 0.04], [1.38, 0.36, -0.19], [-0.65, -0.26, 0.04], [-0.12, -0.04, -0.13], [-0.05, 0.11, -0.06], [-0.12, 0.06, -0.01], [0.08, -0.01, 0.08], [0.11, 0.01, -0.01], [0.06, -0.04, 0.01], [-0.07, -0.05, -0.07], [0.08, 0.01, 0.04], [0.01, 0.08, -0.05], [-0.06, -0.05, -0.02], [-0.03, -0.10, -0.01], [0.10, -0.01, 0.11], [0.05, 0.13, 0.04], [-0.01, 0.03, 0.12], [0.01, 0.15, -0.19], [0.06, 0.02, 0.12], [0.08, -0.31, 0.19], [0.08, -0.02, 0.07], [-0.03, -0.02, -0.05], [-0.04, 0.08, -0.08], [-0.10, 0.08, -0.01], [-0.11, 0.03, -0.09], [0.01, 0.09, -0.06], [0.08, 0.04, -0.02], [0.07, -0.05, 0.04], [-0.01, -0.07, 0.06], [-0.11, -0.06, 0.00], [-0.04, 0.02, 0.02], [-0.01, -0.16, 0.08]], "mulliken_charge": [-0.7960, -0.6480, -0.8245, 1.0919, -0.8512, 0.6056, -1.6394, -1.5757, 0.8251, 0.5036, -0.7366, -0.6857, -0.1638, 0.0099, -0.3834, 1.0676, -1.7113, -1.0937, 0.6774, -0.3576, -0.2997, -0.5414, -0.4215, -0.7217, -0.9449, -0.7847, 0.9875, 1.0680, -0.2686, -0.1908, -0.6328, 0.1172, -0.2886, 0.2180, 0.4132, 0.0675, 0.4209, 0.3208, 0.3354, 0.2648, 0.3099, 0.2928, 0.0094, 0.0218, 0.3572, 0.3500, 0.4428, 0.4943, 0.4296, 0.3812, 0.3933, 0.3489, 0.3677, 0.3605, 0.3069, 0.4538, 0.4489, 0.3343, 0.5349, 0.4565, 0.2219, 0.2506]}

No. 2
{"formula": "C22H29N9O3PdS2", "method": "ωB97M-V with the def2-TZVPD basis set", "relative_energy_kj_mol": 0.0, "gap_ev": 4.002, "lumo_ev": 3.83, "charge": -2, "mol_weight_g_mol": 638.088, "multiplicity": 1, "elements": ["Pd", "N", "C", "N", "N", "N", "N", "C", "N", "N", "N", "N", "H", "O", "S", "C", "C", "C", "C", "S", "O", "C", "C", "C", "C", "C", "C", "C", "C", "C", "C", "C", "C", "H", "H", "H", "H", "H", "H", "H", "H", "H", "H", "H", "H", "H", "H", "H", "H", "H", "H", "C", "C", "O", "C", "C", "H", "H", "H", "H", "H", "H", "H", "H", "H", "H"], "xyz": [[-1.205, 0.225, 0.874], [-2.984, -1.902, 3.233], [-2.790, -0.583, 3.634], [-3.199, -0.185, 4.834], [-2.842, 1.113, 4.887], [-2.258, 1.460, 3.786], [-2.201, 0.392, 2.953], [-3.007, -2.420, 1.943], [-3.646, -3.559, 1.679], [-3.440, -3.748, 0.364], [-2.723, -2.778, -0.115], [-2.420, -1.906, 0.875], [-3.551, -2.425, 3.878], [0.833, 0.875, -1.392], [-0.439, 0.058, -1.266], [0.065, -1.693, -1.263], [0.884, -2.085, -0.042], [2.382, -2.150, -0.326], [2.985, -0.914, -0.974], [3.186, 0.488, 0.187], [2.384, 0.231, 1.409], [4.882, 0.045, 0.671], [5.965, 0.359, -0.137], [7.243, -0.026, 0.243], [7.433, -0.718, 1.434], [6.347, -1.010, 2.245], [5.066, -0.622, 1.869], [-0.976, -0.049, -3.026], [-2.056, -0.856, -3.373], [-2.481, -0.904, -4.693], [-1.852, -0.128, -5.662], [-0.805, 0.708, -5.297], [-0.370, 0.753, -3.976], [0.593, -1.893, -2.202], [-0.888, -2.227, -1.259], [0.554, -3.081, 0.263], [0.663, -1.418, 0.794], [2.561, -2.989, -1.008], [2.927, -2.377, 0.597], [2.364, -0.532, -1.783], [3.993, -1.110, -1.345], [5.805, 0.904, -1.062], [8.092, 0.213, -0.387], [8.431, -1.020, 1.731], [6.495, -1.546, 3.175], [4.196, -0.812, 2.488], [-2.555, -1.446, -2.607], [-3.311, -1.546, -4.966], [-2.176, -0.179, -6.695], [-0.327, 1.332, -6.044], [0.449, 1.390, -3.661], [-4.656, 1.543, 0.452], [-4.145, 2.922, 0.819], [-2.795, 3.008, 0.436], [-1.948, 3.739, 1.304], [-0.552, 3.183, 1.209], [-5.700, 1.427, 0.756], [-4.044, 0.785, 0.945], [-4.573, 1.375, -0.624], [-4.242, 3.085, 1.898], [-4.729, 3.706, 0.310], [-2.292, 3.642, 2.338], [-1.977, 4.806, 1.026], [-0.598, 2.096, 1.415], [0.066, 3.626, 1.996], [-0.089, 3.345, 0.235]], "atomic_forces_ev_per_a": [[-0.30, -0.40, -0.83], [0.19, 0.02, 0.01], [-0.10, -0.15, -0.09], [-0.02, 0.12, 0.07], [0.02, -0.03, -0.06], [-0.04, -0.09, 0.03], [0.06, 0.03, -0.08], [-0.11, 0.08, 0.14], [-0.06, -0.04, -0.12], [0.07, 0.02, 0.03], [-0.10, -0.03, 0.12], [-0.01, -0.18, -0.05], [-0.03, 0.01, 0.00], [-0.28, -0.04, -0.28], [0.53, 0.40, 0.85], [-0.24, -0.08, -0.16], [-0.02, -0.04, -0.01], [0.18, -0.06, 0.13], [0.26, -0.07, -0.07], [-0.05, 0.19, 0.06], [0.11, -0.04, -0.04], [-0.13, -0.16, 0.00], [0.04, 0.02, -0.03], [-0.03, 0.00, 0.02], [0.02, 0.02, -0.04], [-0.06, 0.01, 0.03], [0.08, 0.02, 0.08], [-0.35, 0.09, 0.20], [-0.07, -0.08, 0.08], [0.01, 0.02, 0.02], [0.05, 0.00, 0.04], [-0.01, 0.00, 0.02], [0.11, -0.02, -0.04], [-0.01, -0.02, 0.01], [0.07, -0.02, -0.04], [-0.01, -0.01, 0.09], [0.01, 0.08, -0.05], [0.08, 0.01, -0.03], [-0.05, -0.03, 0.00], [0.02, 0.06, 0.10], [-0.04, -0.08, -0.07], [0.01, -0.02, -0.01], [0.00, 0.01, -0.01], [-0.01, 0.00, 0.00], [0.00, 0.02, 0.00], [0.00, -0.02, -0.03], [0.02, 0.01, -0.02], [0.01, -0.01, 0.01], [-0.03, 0.04, 0.00], [0.01, -0.01, 0.00], [-0.01, 0.00, -0.01], [0.02, -0.02, -0.02], [-0.02, -0.07, 0.05], [0.11, 0.03, -0.09], [-0.14, 0.16, 0.00], [0.16, 0.05, 0.28], [-0.01, -0.02, -0.02], [-0.05, 0.03, 0.02], [-0.03, 0.03, -0.01], [0.02, -0.06, 0.02], [-0.04, 0.04, 0.01], [-0.04, -0.07, -0.04], [0.01, 0.04, 0.03], [0.18, 0.31, -0.12], [0.07, 0.06, -0.10], [-0.03, -0.06, -0.01]], "mulliken_charge": [-0.2621, -0.0796, 0.1273, -0.5148, -0.8336, -0.3536, 0.5378, 0.1532, -0.4961, -0.9430, -0.3084, 0.5894, 0.2841, -0.7107, 1.0720, -1.6729, -0.2496, -1.1575, -0.7109, 0.4262, -0.5736, 0.2798, -0.3250, -0.5252, -0.3424, -0.6114, -0.5289, -0.0433, -0.3022, -0.5918, -0.4302, -0.5475, -0.3797, 0.7427, 0.7648, 0.3856, 0.2514, 0.4765, 0.3138, 0.3746, 0.6444, 0.4008, 0.3550, 0.3521, 0.3607, 0.4797, 0.4440, 0.4089, 0.3397, 0.3623, 0.4020, -0.7534, -0.3660, -0.2155, -0.3989, -0.4810, 0.3949, 0.0044, 0.2206, 0.3551, 0.2840, 0.3695, 0.2796, -0.2183, 0.3625, 0.3278]}

Highest occupied orbital energy (Eh)
-0.306 -0.006